[1]
Formula: C17H24BrN2O3
Source: the OMol25 dataset
Level of theory: ωB97M-V with the def2-TZVPD basis set

**Energy**: -97179.396 eV
**Structure (SMILES)**: CCOC(=O)[C@@H]1CCC[N@H+](CCC(=O)Nc2ccc(Br)cc2)C1
**Multiplicity**: 1
**Lowest unoccupied orbital energy**: -2.4 eV
**Net charge**: +1
**Gap between HOMO and LUMO**: 8.8 eV

Positions of all 47 atoms, in Å:
Br (8.05, 1.44, -0.49)
O (-3.52, 1.19, 1.42)
O (1.39, -0.77, -0.44)
O (-3.50, 2.49, -0.41)
N (-1.03, -1.63, -0.38)
N (2.92, -1.37, 1.13)
C (-4.34, 3.48, 0.21)
C (-3.17, 1.43, 0.30)
C (0.66, -2.17, 1.38)
C (4.14, 0.07, -0.45)
C (4.09, -0.70, 0.70)
C (-2.97, 0.02, -1.79)
C (-0.47, -2.70, 0.48)
C (-2.27, 0.49, -0.51)
C (1.70, -1.38, 0.59)
C (5.22, -0.83, 1.50)
C (-1.91, -0.70, 0.36)
C (6.44, 0.57, -0.01)
C (-3.51, 4.47, 1.03)
C (-2.07, -0.98, -2.51)
C (6.40, -0.20, 1.15)
C (5.32, 0.71, -0.81)
C (-1.71, -2.14, -1.58)
H (-2.76, 4.93, 0.40)
H (-1.04, -2.84, -2.09)
H (-0.06, -3.47, -0.18)
H (3.27, 0.18, -1.08)
H (-2.82, -1.23, 0.66)
H (-4.16, 5.24, 1.43)
H (-3.92, -0.45, -1.54)
H (-4.84, 3.98, -0.62)
H (-1.26, -3.14, 1.08)
H (-1.37, 1.05, -0.78)
H (3.06, -1.90, 1.99)
H (5.19, -1.43, 2.40)
H (-1.41, -0.35, 1.26)
H (-3.18, 0.87, -2.44)
H (-0.14, -1.09, -0.67)
H (-1.15, -0.49, -2.84)
H (5.36, 1.30, -1.70)
H (-5.07, 2.97, 0.85)
H (-2.57, -1.38, -3.39)
H (0.26, -1.52, 2.16)
H (-3.03, 3.96, 1.85)
H (7.28, -0.30, 1.76)
H (1.12, -3.02, 1.88)
H (-2.61, -2.68, -1.27)

[2]
Formula: C17H24BrN2O5S
Source: the OMol25 dataset
Level of theory: ωB97M-V with the def2-TZVPD basis set

**Energy**: -112084.748 eV
**Multiplicity**: 1
**Lowest unoccupied orbital energy**: -5.2 eV
**Net charge**: +1
**Gap between HOMO and LUMO**: 6.1 eV

Positions of all 50 atoms, in Å:
Br (5.36, -1.81, -0.35)
S (-3.02, -2.87, -3.86)
O (-1.33, 0.20, 0.58)
O (3.72, -5.45, -0.24)
O (-2.25, 3.90, 3.68)
O (5.28, -3.63, -0.65)
O (2.88, -1.02, -4.41)
N (-0.22, -1.58, -1.39)
N (-0.03, -2.09, -3.97)
C (-4.58, 4.39, 4.05)
C (-1.28, 1.47, 1.33)
C (0.29, -1.65, 0.06)
C (0.55, -2.24, -2.55)
C (-3.28, 3.87, 4.66)
C (3.60, -2.40, -4.38)
C (-0.12, 2.52, 0.83)
C (2.54, -3.25, -0.79)
C (0.14, 2.56, -0.79)
C (1.69, -2.49, 0.43)
C (2.92, -1.81, -5.86)
C (-0.59, -0.87, 1.25)
C (1.94, -3.08, -2.31)
C (-3.44, 2.45, 5.18)
C (3.91, -4.14, -0.53)
C (2.67, -3.73, -3.63)
C (-1.31, -2.61, -4.00)
H (4.85, -2.45, -4.28)
H (-1.11, -1.09, -1.67)
H (1.26, 2.26, -1.04)
H (-2.98, 4.53, 5.48)
H (-1.21, 1.34, 2.50)
H (-3.70, 1.76, 4.37)
H (-2.50, 2.09, 5.61)
H (2.88, -0.73, -6.25)
H (-0.50, 3.61, 1.14)
H (-1.30, -1.65, 1.81)
H (1.87, -4.04, -4.43)
H (0.91, 2.38, 1.41)
H (-0.62, 1.94, -1.43)
H (-2.32, 2.01, 1.14)
H (-4.22, 2.40, 5.95)
H (0.18, -0.50, 2.07)
H (-2.51, 3.32, 2.95)
H (-4.88, 3.77, 3.20)
H (3.48, -4.54, -3.40)
H (-5.39, 4.39, 4.78)
H (4.02, -1.97, -6.31)
H (0.04, 3.70, -1.14)
H (2.12, -2.57, 1.53)
H (-4.44, 5.40, 3.67)

[3]
Formula: C17H24BrN3OTi
Source: the OMol25 dataset
Level of theory: ωB97M-V with the def2-TZVPD basis set

**Energy**: -117681.362 eV
**Multiplicity**: 1
**Lowest unoccupied orbital energy (spin up / spin down)**: -6.5 / -6.5 eV
**Net charge**: +2
**Gap between HOMO and LUMO (spin up / spin down)**: 7.6 / 7.6 eV

Positions of all 47 atoms, in Å:
Br (0.96, 2.48, -0.70)
Ti (-0.35, 0.27, 0.28)
O (5.49, 1.88, 1.77)
N (-2.42, 2.11, 3.59)
N (1.72, 0.49, 0.94)
N (-1.00, 0.96, 2.13)
C (-1.41, -0.18, -1.69)
C (-2.86, 2.19, 1.19)
C (-2.06, 1.73, 2.37)
C (-1.85, -1.52, 0.29)
C (-0.32, 2.51, 4.90)
C (-0.49, -1.98, 0.28)
C (-3.62, 2.92, 3.86)
C (3.80, 0.20, 2.08)
C (-0.14, -0.83, -1.83)
C (-3.29, 4.35, 4.25)
C (-1.62, 1.72, 4.76)
C (4.29, 1.39, 1.54)
C (-2.31, -0.68, -0.72)
C (2.23, 1.62, 0.44)
C (3.46, 2.13, 0.69)
C (2.53, -0.21, 1.76)
C (0.28, -1.75, -0.89)
H (-2.71, 4.40, 5.17)
H (0.35, 2.36, 4.04)
H (-4.22, 4.90, 4.41)
H (1.26, -2.20, -0.99)
H (-3.01, 3.27, 1.20)
H (-2.51, -1.81, 1.09)
H (-3.85, 1.72, 1.16)
H (2.12, -1.12, 2.17)
H (-0.46, 0.72, 2.94)
H (-1.43, 0.65, 4.73)
H (-1.76, 0.50, -2.45)
H (0.50, -0.59, -2.67)
H (4.41, -0.41, 2.74)
H (-0.16, -2.68, 1.04)
H (-2.33, 1.94, 0.26)
H (-2.24, 1.90, 5.64)
H (0.21, 2.18, 5.79)
H (3.82, 3.06, 0.25)
H (-4.16, 2.43, 4.66)
H (-0.51, 3.57, 4.99)
H (-3.33, -0.32, -0.68)
H (6.03, 1.33, 2.35)
H (-4.27, 2.91, 2.99)
H (-2.73, 4.86, 3.46)